Density functional theory data (ωB97M-V/def2-TZVPD) for one molecule with the formula C4H2F2OS at a distorted geometry.

Summary:
HOMO energy (spin up / spin down), eV: -10.31 / -8.97
HOMO-LUMO gap (spin up / spin down), eV: 8.64 / 7.89
LUMO level (spin up / spin down), eV: -1.673 / -1.079
Energy above the lowest of the compared OMol25 structures with the same formula, charge and spin, kJ/mol: 397.38
Strongest force on any atom, Eh/bohr: 0.045
Charge: 0

```
10
C4H2F2OS ωB97M-V/def2-TZVPD
C 0.05 0.12 -0.64
C 1.02 -0.12 0.27
C -1.34 0.37 -0.30
C -2.10 -0.46 0.36
O 3.69 -0.68 0.72
F -1.81 1.59 -0.53
F -3.27 -0.44 0.92
S 2.65 -0.49 -0.36
H 0.24 -0.10 -1.72
H 0.87 0.22 1.27
```



Density functional theory data (ωB97M-V/def2-TZVPD) for a 2-piece molecular cluster, C21H29N3O5PS overall at a distorted geometry.

Summary:
HOMO energy, eV: -11.61
HOMO-LUMO gap, eV: 7.20
LUMO level, eV: -4.407
Strongest force on any atom, Eh/bohr: 0.021
Charge: +1

```
60
C21H29N3O5PS ωB97M-V/def2-TZVPD
C 7.53 -0.76 0.07
C 6.23 -0.45 -0.60
C 5.27 0.35 0.01
C 4.06 0.62 -0.61
C 3.78 0.10 -1.86
C 2.46 0.38 -2.54
C 1.29 0.20 -1.60
C 1.01 -1.03 -1.01
C 1.90 -2.22 -1.29
O 2.59 -2.68 -0.44
O 1.79 -2.76 -2.51
C -0.06 -1.20 -0.13
C -0.35 -2.56 0.45
C -0.89 -3.56 -0.57
O -1.50 -4.66 0.07
C -0.85 -0.10 0.17
C -2.08 -0.25 1.03
N -3.18 -0.64 0.15
N -0.56 1.11 -0.40
P -1.57 2.58 -0.12
S -3.03 2.80 -1.31
C 0.48 1.25 -1.28
N 0.60 2.51 -1.88
C 1.48 3.31 -1.59
O 2.26 4.15 -1.41
C 4.73 -0.69 -2.48
C 5.94 -0.96 -1.86
H 8.35 -0.21 -0.39
H 7.48 -0.51 1.13
H 7.74 -1.82 0.00
H 5.46 0.77 0.99
H 3.34 1.23 -0.07
H 2.36 -0.27 -3.41
H 2.47 1.40 -2.91
H 1.44 -2.13 -3.15
H 0.56 -2.95 0.91
H -1.09 -2.52 1.23
H -0.10 -3.93 -1.23
H -1.65 -3.09 -1.19
H -0.97 -4.91 0.84
H -2.31 0.65 1.59
H -1.91 -1.01 1.78
H -3.86 0.12 0.09
H -3.68 -1.42 0.55
H -1.91 2.45 1.22
H -0.60 3.57 -0.07
H 4.53 -1.12 -3.46
H 6.65 -1.60 -2.37
C -6.44 1.93 1.39
C -5.79 1.36 2.64
C -6.16 2.13 3.89
O -4.36 1.36 2.47
H -6.10 2.96 1.23
H -6.15 1.35 0.51
H -7.53 1.94 1.45
H -6.08 0.31 2.76
H -5.85 3.17 3.81
H -5.68 1.70 4.77
H -7.24 2.12 4.05
H -4.11 2.29 2.39
```



Density functional theory data (ωB97M-V/def2-TZVPD) for C19H20BrIrN4O5 as an isolated structure.

Summary:
HOMO energy (spin up / spin down), eV: -11.74 / -11.74
HOMO-LUMO gap (spin up / spin down), eV: 6.13 / 5.78
Spin multiplicity: 2
LUMO level (spin up / spin down), eV: -5.608 / -5.965
Energy above the lowest of the compared OMol25 structures with the same formula, charge and spin, kJ/mol: 11.58
Strongest force on any atom, Eh/bohr: 0.003
Charge: +1

```
50
C19H20BrIrN4O5 ωB97M-V/def2-TZVPD
Ir -0.38 0.38 -1.15
O 2.61 -1.79 0.11
C 2.46 -3.03 -0.44
C 3.45 -3.97 -0.22
C 3.31 -5.25 -0.72
C 2.18 -5.62 -1.45
C 1.18 -4.68 -1.65
C 1.31 -3.39 -1.15
C 0.22 -2.39 -1.33
O 0.65 -1.21 -1.85
N -0.28 -2.08 0.11
N -0.51 -0.89 0.43
C -0.56 -0.56 1.78
C -0.34 0.69 2.13
Br -1.90 2.11 -0.49
C 0.01 1.90 2.45
C -0.82 3.05 2.78
C -2.19 2.92 3.01
C -2.95 4.03 3.30
C -2.35 5.29 3.37
C -0.99 5.42 3.14
C -0.22 4.31 2.86
H 2.29 -1.09 -0.49
H 4.33 -3.68 0.34
H 4.09 -5.98 -0.55
H 2.08 -6.62 -1.84
H 0.29 -4.95 -2.22
H -0.65 -2.81 -1.85
H -0.12 -2.77 0.85
H -0.63 -1.39 2.47
H 1.10 2.04 2.43
H -2.66 1.94 2.97
H -4.01 3.93 3.49
H -2.95 6.16 3.60
H -0.52 6.40 3.20
H 0.84 4.40 2.69
N 0.15 1.51 -2.79
N 1.29 2.27 -2.43
C 2.08 1.83 -1.35
O 3.18 2.28 -1.19
O 1.49 0.95 -0.55
H 0.32 0.87 -3.57
H -0.61 2.15 -3.04
H 1.80 2.68 -3.20
C -3.13 -1.03 -1.67
C -1.90 -0.45 -2.33
O -1.75 -0.40 -3.51
H -3.73 -1.54 -2.41
H -3.69 -0.21 -1.22
H -2.86 -1.72 -0.86
```



Density functional theory data (ωB97M-V/def2-TZVPD) for a 4-piece molecular cluster, H8O3S2 overall at a distorted geometry.

Summary:
HOMO energy, eV: -8.17
HOMO-LUMO gap, eV: 8.32
LUMO level, eV: 0.149
Energy above the lowest of the compared OMol25 structures with the same formula, charge and spin, kJ/mol: 59.90
Strongest force on any atom, Eh/bohr: 0.030
Charge: 0

```
13
H8O3S2 ωB97M-V/def2-TZVPD
S 2.04 -0.27 0.20
S 0.61 -1.67 0.37
H 1.79 0.43 -0.96
H -0.61 -1.08 0.19
O -0.04 1.27 -2.03
H -0.09 1.45 -2.98
H -0.96 1.33 -1.70
O -2.61 0.49 -0.88
H -2.39 1.15 -0.19
H -3.05 -0.23 -0.38
O -1.35 1.35 1.88
H -2.29 1.35 2.06
H -0.98 1.94 2.51
```



Density functional theory data (ωB97M-V/def2-TZVPD) for a 2-piece molecular cluster, C2H4OSi overall at a distorted geometry.

Summary:
HOMO energy, eV: -8.53
HOMO-LUMO gap, eV: 8.38
LUMO level, eV: -0.149
Energy above the lowest of the compared OMol25 structures with the same formula, charge and spin, kJ/mol: 164.05
Strongest force on any atom, Eh/bohr: 0.103
Charge: 0

```
8
C2H4OSi ωB97M-V/def2-TZVPD
C -2.97 -0.16 0.19
C -1.87 0.24 -0.05
O 1.88 -0.87 -0.03
Si 1.80 0.64 -0.32
H -4.03 -0.25 0.58
H 2.69 -1.33 0.18
H -0.83 0.44 -0.29
H 3.33 1.29 -0.27
```



Density functional theory data (ωB97M-V/def2-TZVPD) for C23H18InN2Te as an isolated structure at a distorted geometry.

Summary:
HOMO energy, eV: -3.60
HOMO-LUMO gap, eV: 6.20
LUMO level, eV: 2.597
Energy above the lowest of the compared OMol25 structures with the same formula, charge and spin, kJ/mol: 21.00
Strongest force on any atom, Eh/bohr: 0.027
Charge: -1

```
45
C23H18InN2Te ωB97M-V/def2-TZVPD
In 0.10 1.16 -1.98
C -3.06 -2.15 -1.87
C -3.62 -1.99 -0.61
C -3.32 -0.87 0.13
C -2.46 0.10 -0.41
N -1.92 -0.08 -1.62
C -2.20 -1.17 -2.32
C -2.17 1.39 0.23
C -2.90 1.86 1.32
C -2.69 3.14 1.81
C -1.75 3.96 1.20
C -0.99 3.47 0.15
C -1.16 2.19 -0.35
H -3.28 -3.02 -2.48
H -4.28 -2.75 -0.20
H -3.74 -0.73 1.11
H -1.72 -1.23 -3.29
H -3.65 1.24 1.79
H -3.27 3.50 2.65
H -1.61 4.98 1.56
H -0.24 4.12 -0.30
C 4.78 1.82 0.89
C 3.62 2.54 0.64
C 2.48 1.90 0.19
C 2.45 0.51 0.00
C 3.65 -0.19 0.24
C 4.79 0.46 0.67
N 1.33 -0.10 -0.49
C 1.01 -1.38 -0.15
C 1.14 -1.86 1.17
C 0.73 -3.13 1.51
C 0.18 -3.98 0.55
C 0.05 -3.53 -0.75
C 0.46 -2.26 -1.10
H 5.66 2.33 1.25
H 3.60 3.61 0.80
H 1.57 2.47 0.01
H 3.67 -1.26 0.04
H 5.70 -0.11 0.81
H 1.56 -1.21 1.93
H 0.83 -3.48 2.53
H -0.14 -4.98 0.82
H -0.35 -4.19 -1.51
H 0.40 -1.92 -2.12
Te 0.75 0.81 -4.46
```